{
  "formula": "C35H52N6O3SbSi3Ti",
  "method": "wB97M-V/def2-TZVPD",
  "elements": ["Ti", "C", "Sb", "C", "C", "C", "C", "C", "C", "N", "Si", "C", "C", "C", "C", "C", "C", "C", "C", "C", "N", "Si", "C", "C", "C", "Si", "C", "C", "C", "H", "H", "H", "H", "H", "H", "H", "H", "H", "H", "H", "H", "H", "H", "H", "H", "H", "H", "H", "H", "H", "H", "H", "H", "H", "H", "H", "H", "H", "H", "H", "H", "H", "H", "H", "H", "H", "H", "O", "O", "C", "N", "C", "C", "O", "H", "H", "H", "H", "H", "H", "H", "N", "C", "C", "C", "C", "C", "C", "C", "N", "C", "C", "N", "C", "H", "H", "H", "H", "H", "H", "H"],
  "coordinates": [[-0.56912, 0.95099, 0.02189], [-2.00239, -3.84946, 1.07966], [-0.90484, -2.08429, 0.80292], [-1.57751, -0.20519, 1.41612], [-1.47251, -0.21216, 2.91387], [-0.84601, 0.78031, 3.65504], [-0.85850, 0.68873, 5.04213], [-1.49209, -0.38779, 5.63992], [-2.05482, -1.35601, 4.82122], [-2.03667, -1.28300, 3.49104], [-3.44732, 0.12902, 0.89788], [-3.48988, 0.79856, -0.86876], [-4.10148, 1.42112, 2.09410], [-4.45261, -1.44094, 0.94429], [1.20927, -2.20991, 0.66028], [1.90025, -0.87072, 0.65819], [3.29619, -0.85861, 0.53475], [4.02135, 0.31106, 0.61079], [3.35999, 1.51359, 0.84421], [1.99456, 1.46726, 0.91420], [1.27097, 0.32839, 0.77451], [1.65290, -3.20073, -1.00435], [0.34277, -4.49961, -1.32871], [1.68698, -1.98366, -2.42778], [3.33289, -4.01974, -0.88888], [1.81071, -3.25714, 2.25699], [0.84895, -2.57704, 3.70906], [1.36555, -5.06210, 2.06246], [3.63080, -3.06516, 2.63255], [-2.77006, -3.82851, 0.30653], [-2.45715, -3.81167, 2.06644], [-1.36445, -4.71607, 0.95347], [-0.34880, 1.60231, 3.16170], [-0.37701, 1.44665, 5.64685], [-1.53403, -0.49622, 6.71444], [-2.53024, -2.23113, 5.24926], [-2.81863, 1.61805, -1.15537], [-4.49681, 1.20812, -1.00310], [-3.35960, 0.01232, -1.61119], [-4.18235, 2.40128, 1.61893], [-3.52325, 1.52940, 3.01084], [-5.11591, 1.14219, 2.38876], [-4.27433, -2.08645, 0.08275], [-5.51002, -1.16286, 0.90984], [-4.29929, -2.00206, 1.86685], [3.81300, -1.79161, 0.38440], [5.09837, 0.28546, 0.50513], [3.88389, 2.45177, 0.95270], [1.42126, 2.37757, 1.06654], [-0.66759, -4.12288, -1.49758], [0.31267, -5.29757, -0.58753], [0.63926, -4.97054, -2.27172], [0.70009, -1.57642, -2.64176], [2.01297, -2.53256, -3.31585], [2.39720, -1.16657, -2.27748], [3.55508, -4.53916, 0.04229], [4.15349, -3.33188, -1.10120], [3.36046, -4.77698, -1.67823], [-0.20946, -2.84458, 3.69425], [0.92529, -1.48985, 3.81607], [1.25496, -3.01982, 4.62308], [0.29188, -5.25014, 2.04457], [1.73755, -5.56427, 2.96082], [1.81786, -5.57110, 1.21218], [3.89112, -2.05482, 2.95026], [4.32563, -3.38262, 1.85759], [3.80661, -3.71687, 3.49447], [-0.78972, -0.35321, -1.16172], [-1.38123, -1.62687, -1.09837], [-1.57518, 4.72553, 2.69562], [-2.23125, 4.60747, 1.39412], [-3.17703, 5.68119, 1.05681], [-2.03427, 3.61734, 0.58240], [-1.23338, 2.64339, 0.80444], [-2.34117, 4.86799, 3.45640], [-0.91625, 5.59291, 2.68705], [-1.01232, 3.82533, 2.90402], [-4.01077, 5.65085, 1.75645], [-3.53953, 5.54988, 0.04059], [-2.66619, 6.63808, 1.14152], [-2.59010, 3.64096, -0.35390], [2.57702, 1.75923, -10.14383], [2.33037, 1.92289, -9.03464], [2.00928, 2.12071, -7.65011], [1.28727, 3.24551, -7.25894], [0.95895, 3.42299, -5.92574], [1.37092, 2.47492, -5.00212], [2.10505, 1.35853, -5.37300], [2.42095, 1.17924, -6.70846], [1.01362, 2.64956, -3.62090], [1.09399, 3.81461, -2.89365], [0.59381, 3.53177, -1.66520], [0.20450, 2.20559, -1.62450], [0.47970, 1.71079, -2.83236], [0.97760, 3.97019, -7.99887], [0.37633, 4.28165, -5.61888], [2.45039, 0.65106, -4.62979], [2.99686, 0.32143, -7.02589], [1.50804, 4.71521, -3.31352], [0.50423, 4.18622, -0.81456], [0.26150, 0.71137, -3.17006]],
  "forces_ev_per_angstrom": [[0.1, 0.2, 0.3], [-0.1, 0.0, 0.0], [-0.1, -0.3, -0.1], [0.0, 0.3, -0.2], [0.1, 0.0, 0.1], [-0.1, 0.0, 0.1], [0.0, 0.0, 0.0], [0.0, 0.0, 0.0], [0.0, 0.0, 0.0], [-0.1, 0.1, 0.0], [0.0, -0.1, 0.0], [-0.1, 0.1, 0.0], [0.0, -0.1, -0.1], [0.0, 0.1, 0.0], [0.2, 0.1, 0.0], [0.1, -0.1, 0.0], [0.0, 0.1, 0.1], [0.0, 0.0, 0.0], [-0.1, 0.0, 0.1], [0.1, 0.1, -0.1], [-0.2, 0.0, -0.1], [0.0, -0.1, -0.1], [0.1, 0.0, 0.0], [0.0, -0.1, 0.1], [-0.1, 0.0, 0.0], [0.0, -0.1, 0.1], [0.1, 0.0, 0.0], [0.0, 0.1, 0.0], [-0.1, 0.0, 0.0], [0.0, 0.0, 0.0], [0.0, 0.0, 0.0], [0.0, 0.0, 0.0], [0.0, 0.1, 0.0], [0.0, 0.0, 0.0], [0.0, 0.0, 0.0], [0.0, 0.0, 0.0], [0.0, 0.0, 0.0], [0.0, 0.0, 0.0], [0.0, 0.0, 0.0], [0.0, 0.0, 0.0], [0.1, 0.0, 0.0], [0.0, 0.0, 0.0], [0.0, 0.0, 0.0], [0.0, 0.0, 0.0], [0.0, 0.0, 0.0], [0.0, 0.0, 0.0], [0.0, 0.0, 0.0], [0.0, 0.0, 0.0], [0.0, 0.0, 0.0], [0.0, 0.1, 0.0], [0.0, 0.0, 0.0], [0.0, 0.0, 0.0], [0.0, 0.0, 0.0], [0.0, 0.0, 0.0], [0.0, 0.0, 0.0], [-0.1, 0.0, 0.0], [0.0, 0.0, 0.0], [0.0, 0.0, 0.0], [0.1, -0.1, -0.1], [0.0, -0.1, 0.0], [0.0, 0.0, 0.0], [0.0, 0.0, 0.0], [0.0, 0.0, 0.0], [0.0, 0.0, 0.0], [0.0, 0.0, 0.0], [0.0, 0.0, 0.0], [0.0, 0.0, 0.0], [-0.1, 0.0, -0.1], [0.1, -0.1, 0.1], [0.0, 0.0, 0.0], [0.0, -0.1, -0.1], [0.0, 0.0, 0.0], [0.0, 0.1, 0.0], [0.1, 0.0, 0.1], [0.0, 0.0, 0.0], [0.0, 0.0, 0.0], [0.1, -0.1, 0.0], [0.0, 0.0, 0.0], [0.0, 0.0, 0.0], [0.0, 0.0, 0.0], [0.0, 0.0, 0.0], [0.0, 0.0, 0.1], [0.0, 0.0, -0.2], [0.0, 0.0, 0.1], [0.0, 0.0, 0.0], [0.0, 0.0, 0.0], [0.0, 0.0, -0.1], [0.0, 0.1, 0.0], [0.0, 0.0, 0.0], [-0.1, -0.1, 0.1], [0.0, 0.1, 0.0], [0.0, 0.1, 0.0], [0.0, -0.3, -0.1], [-0.1, 0.1, -0.1], [0.0, 0.0, 0.0], [0.0, 0.0, 0.0], [0.0, 0.0, 0.0], [0.0, 0.0, 0.0], [0.0, 0.0, 0.0], [0.0, 0.0, 0.0], [0.0, 0.0, 0.0]],
  "lowdin_charge": [1.06, -0.16, 1.70, -0.48, -0.46, -0.04, -0.02, -0.02, -0.10, 0.06, 0.53, -0.16, -0.12, -0.15, -0.46, -0.33, -0.03, 0.03, 0.00, -0.11, -0.01, 0.51, -0.16, -0.15, -0.15, 0.50, -0.16, -0.15, -0.15, 0.04, 0.04, 0.01, 0.09, 0.13, 0.12, 0.13, 0.01, 0.07, 0.05, 0.03, 0.04, 0.06, 0.04, 0.06, 0.04, 0.09, 0.14, 0.13, 0.11, 0.03, 0.03, 0.06, 0.02, 0.06, 0.04, 0.03, 0.05, 0.06, 0.02, 0.04, 0.07, 0.02, 0.06, 0.04, 0.05, 0.04, 0.06, -0.41, -0.33, 0.03, -0.12, 0.03, -0.24, -0.17, 0.12, 0.12, 0.08, 0.11, 0.11, 0.11, 0.16, 0.21, -0.16, -0.20, 0.01, 0.01, -0.19, 0.00, 0.01, 0.01, 0.01, -0.10, -0.04, -0.09, 0.14, 0.13, 0.11, 0.13, 0.15, 0.11, 0.14],
  "homo_lumo_gap_ev": 6.37,
  "e_lumo_ev": -9.257,
  "homo_energy_ev": -15.6,
  "total_charge": 3,
  "e_tot_ha": -3876.541938
}